Entry from the OMol25 dataset: a structure of composition C24H23ClN3O2Tc in a non-equilibrium geometry (ωB97M-V/def2-TZVPD).

Geometry as ORCA input:
```
! wB97M-V def2-TZVPD RIJCOSX def2/J DEFGRID3
* xyz 1 4
Tc -0.0552 0.0308 -0.0347
C -3.7226 -0.0433 -1.8731
C -3.8171 -0.7925 -0.5747
C -4.7413 -1.8116 -0.3967
C -4.8448 -2.4762 0.8149
C -4.0332 -2.1129 1.8766
C -3.0946 -1.0988 1.7403
C -2.2789 -0.6637 2.9306
C -2.9818 -0.4566 0.4994
N -1.9856 0.5488 0.3124
C -2.3427 1.8590 0.4890
O -3.4349 2.2798 0.7790
C -1.1525 2.7497 0.2972
C -1.1798 4.1241 0.3745
C 0.0026 4.8263 0.1687
C 1.1718 4.1294 -0.1122
C 1.1179 2.7533 -0.1574
N -0.0187 2.0805 0.0474
C 2.2827 1.8542 -0.4300
O 3.3930 2.2737 -0.6505
N 1.8855 0.5416 -0.4188
C 2.8902 -0.4410 -0.6752
C 3.7911 -0.7945 0.3392
C 3.7526 -0.1155 1.6782
C 4.7260 -1.7855 0.0700
C 4.7741 -2.4088 -1.1662
C 3.8807 -2.0433 -2.1601
C 2.9307 -1.0564 -1.9322
C 2.0083 -0.6092 -3.0371
H -4.2809 -0.5508 -2.6567
H -2.6868 0.0705 -2.2014
H -4.1399 0.9592 -1.7539
H -5.3911 -2.0836 -1.2194
H -5.5662 -3.2733 0.9361
H -4.1320 -2.6093 2.8344
H -2.0930 -1.4969 3.6077
H -2.8259 0.0990 3.4893
H -1.3202 -0.2256 2.6467
H -2.1188 4.6138 0.5921
H 0.0123 5.9063 0.2272
H 2.1166 4.6200 -0.2994
H 2.7280 0.0270 2.0304
H 4.2156 0.8706 1.6028
H 4.3045 -0.6867 2.4218
H 5.4251 -2.0703 0.8469
H 5.5098 -3.1786 -1.3562
H 3.9201 -2.5185 -3.1325
H 1.9936 -1.3370 -3.8457
H 2.3593 0.3413 -3.4462
H 0.9848 -0.4544 -2.6871
Cl -0.5668 -2.2387 -0.4223
C 0.6508 -1.8240 0.7448
H 1.6256 -2.2199 0.4831
H 0.3523 -2.0817 1.7586
*
```

Calculated values
Lowest unoccupied orbital energy (spin up / spin down), eV: -5.07 / -5.42

Here are the natural (NBO) charges for atoms 1 to 4, given in e: 1.24, -0.64, -0.02, -0.21

=====

Entry from the OMol25 dataset: the molecule C24H23ClN4O2 (ωB97M-V/def2-TZVPD).

Geometry as ORCA input:
```
! wB97M-V def2-TZVPD RIJCOSX def2/J DEFGRID3
* xyz 0 1
C -4.4119 -0.5352 2.7157
C -5.1437 -0.6925 1.4163
C -6.3907 -1.2984 1.4033
C -7.1416 -1.4086 0.2465
C -6.6246 -0.8890 -0.9259
C -5.3771 -0.2942 -0.9529
C -4.6173 -0.1987 0.2119
N -3.3637 0.4352 0.2204
C -3.0958 1.4328 -0.7958
H -2.8069 0.9822 -1.7594
C -1.9449 2.3170 -0.3085
N -0.7793 1.4956 -0.0604
C 0.3637 1.7315 -0.7443
O 0.4850 2.7229 -1.4542
C 1.4500 0.7363 -0.6118
C 1.3663 -0.6344 -0.7183
C 2.6784 -1.1295 -0.6430
C 3.5378 -0.0332 -0.4897
N 2.7743 1.0929 -0.4993
C 3.2333 2.4548 -0.4318
H 4.0212 2.6189 -1.1672
H 3.6040 2.6942 0.5679
H 2.4038 3.1156 -0.6760
C 4.9560 -0.2171 -0.3503
C 5.9136 0.7759 -0.1141
C 7.2532 0.4691 -0.0124
C 7.6847 -0.8448 -0.1402
C 6.7654 -1.8477 -0.3522
C 5.4044 -1.5564 -0.4510
N 4.5163 -2.5872 -0.6363
C 3.1408 -2.4955 -0.7170
O 2.4584 -3.4948 -0.8382
H 4.8951 -3.5246 -0.6973
H 7.0879 -2.8753 -0.4402
H 8.7349 -1.0816 -0.0656
H 7.9691 1.2562 0.1688
H 5.6135 1.8018 0.0040
H 0.4902 -1.2297 -0.8745
C -1.0394 0.4596 0.9087
H -1.3321 0.9412 1.8507
C -2.2014 -0.4107 0.4227
H -1.9124 -0.9049 -0.5199
H -2.4262 -1.1820 1.1565
H -0.1476 -0.1400 1.0801
H -2.2375 2.8207 0.6191
H -1.6811 3.0617 -1.0606
H -3.9876 2.0444 -0.9387
H -4.9964 0.0846 -1.8875
Cl -7.5432 -0.9910 -2.3904
H -8.1125 -1.8765 0.2576
H -6.7957 -1.6794 2.3294
H -3.7535 0.3284 2.6745
H -3.8143 -1.4184 2.9429
H -5.1229 -0.4019 3.5280
*
```

Calculated values
Lowest unoccupied orbital energy, eV: 0.49
SMILES: Cc1ccc(Cl)cc1N1CCN(C(=O)c2cc3c(=O)[nH]c4ccccc4c3n2C)CC1

Here are the natural (NBO) charges for atoms 1 to 4, given in e: -0.64, -0.07, -0.17, -0.25

=====

Entry from the OMol25 dataset: a cluster of 4 separate species, C24H23ClNO16S in total in a non-equilibrium geometry (ωB97M-V/def2-TZVPD).

Geometry as ORCA input:
```
! wB97M-V def2-TZVPD RIJCOSX def2/J DEFGRID3
* xyz -1 1
C 2.3336 -3.9410 3.5790
C 0.9833 -4.1554 2.8452
C -0.1648 -3.6474 3.7314
Cl -0.2373 -4.6934 5.1854
C -1.4783 -3.6448 2.8974
N -2.4731 -2.6584 3.3271
S -2.0632 -1.0564 3.1619
C -0.5654 -0.8402 2.2001
O -1.8840 -0.4694 4.4697
O -3.1125 -0.3910 2.4295
C -2.1504 -5.0494 3.1020
O -1.5690 -6.0572 2.6364
O -3.1989 -5.0684 3.7525
H 3.1595 -3.8398 2.8724
H 2.5009 -4.7321 4.3064
H 2.2302 -2.9903 4.1096
H 1.0060 -3.6175 1.8924
H 0.8330 -5.2086 2.6084
H 0.0910 -2.6325 4.0378
H -1.2766 -3.5769 1.8315
H -2.7794 -2.8186 4.2836
H 0.1915 -0.4494 2.8788
H -0.2235 -1.7224 1.6690
H -0.7889 -0.0362 1.4900
C -2.6684 4.5545 -0.5748
C -1.8327 3.7591 0.1038
C -2.2065 2.3508 0.4648
O -1.3976 1.6703 1.0649
C -3.5222 1.8643 0.0855
C -4.3583 2.6624 -0.5898
C -3.9762 4.0601 -0.9755
O -4.7761 4.7308 -1.6077
O -5.5766 2.2695 -0.9618
O -0.6274 4.1592 0.4973
H -2.4114 5.5692 -0.8446
H -3.7814 0.8532 0.3732
H -5.9689 3.0278 -1.4317
H -0.2350 3.3958 0.9627
C -3.4357 4.7555 -4.7849
C -4.2804 4.4109 -5.7650
C -3.8627 4.4236 -7.2064
O -4.6705 4.0824 -8.0496
C -2.5074 4.8499 -7.5260
C -1.6648 5.1971 -6.5457
C -2.0753 5.1588 -5.1024
O -1.2550 5.4700 -4.2595
O -0.4175 5.5953 -6.7839
O -5.5348 4.0365 -5.5270
H -3.7249 4.7486 -3.7431
H -2.2227 4.8713 -8.5684
H -0.0282 5.7822 -5.9086
H -5.9239 3.8407 -6.3997
C 7.9198 -3.6956 1.2548
C 6.9367 -3.6161 2.1618
C 5.7683 -2.6925 1.9784
O 4.9019 -2.6817 2.8298
C 5.7352 -1.8523 0.7891
C 6.7193 -1.9309 -0.1140
C 7.8745 -2.8729 0.0569
O 8.7277 -2.9075 -0.8112
O 6.7384 -1.1836 -1.2170
O 6.9309 -4.3444 3.2725
H 8.7651 -4.3582 1.3748
H 4.8972 -1.1792 0.6756
H 7.5508 -1.4371 -1.6935
H 6.1130 -4.1008 3.7485
*
```

Calculated values
Lowest unoccupied orbital energy, eV: -0.39

Here are the natural (NBO) charges for atoms 1 to 4, given in e: -0.61, -0.42, -0.19, -0.06

=====

Entry from the OMol25 dataset: a structure of composition C24H23F2N2 in a non-equilibrium geometry (ωB97M-V/def2-TZVPD).

Geometry as ORCA input:
```
! wB97M-V def2-TZVPD RIJCOSX def2/J DEFGRID3
* xyz 1 1
F 4.6991 -0.4918 -4.4406
C 3.9243 0.2322 -3.5477
C 4.2020 1.5738 -3.3488
C 3.3751 2.2613 -2.4388
C 2.3453 1.6069 -1.7550
C 2.1020 0.2299 -1.8996
C 1.1884 -0.6696 -1.1529
C 0.7756 -1.9143 -1.8027
C 0.0623 -2.8683 -1.1149
C -0.0706 -4.2855 -1.4082
C 0.7614 -4.9483 -2.3420
C 0.6683 -6.3284 -2.4884
F 1.5292 -6.9666 -3.3762
C -0.2310 -7.0953 -1.7847
C -1.0882 -6.4341 -0.9009
C -1.0281 -5.0491 -0.6953
C 2.9206 -0.4364 -2.8497
H 5.0453 2.0640 -3.8732
H 3.5690 3.3386 -2.2854
H 1.7092 2.2321 -1.0909
H 1.2869 -0.8683 -0.0363
H 1.0351 -2.1743 -2.8317
H -0.5524 -2.5328 -0.2933
H 1.5219 -4.3852 -2.8677
H -0.2845 -8.1953 -1.9542
H -1.8592 -7.0106 -0.3825
H -1.7091 -4.5581 -0.0110
H 2.8182 -1.5074 -2.9805
C -2.3055 4.2683 4.6746
C -3.5863 4.2508 3.8334
C -3.1903 3.6924 2.4344
N -1.8617 3.1303 2.6342
C -1.2129 2.3445 1.7099
C -1.7019 2.1322 0.3916
C -1.0052 1.3193 -0.4985
N 0.1366 0.6701 -0.1347
C 0.6108 0.9040 1.1522
C -0.0015 1.7169 2.0685
C -1.3131 3.2767 4.0020
H -1.8474 5.2450 4.6733
H -2.4740 3.9394 5.6974
H -4.3282 3.6029 4.2480
H -4.0023 5.2555 3.7008
H -3.9095 2.9284 2.0661
H -3.1591 4.4923 1.6787
H -2.6170 2.6296 0.0431
H -1.3588 1.1938 -1.5305
H 1.5332 0.3924 1.4917
H 0.4307 1.8412 3.0861
H -0.2542 3.6545 3.9898
H -1.2982 2.3003 4.5409
*
```

Calculated values
Lowest unoccupied orbital energy, eV: -4.22

Here are the natural (NBO) charges for atoms 1 to 4, given in e: -0.33, 0.47, -0.26, -0.19

=====

Copy entry 2 word for word.
Entry from the OMol25 dataset: the molecule C24H23ClN4O2 (ωB97M-V/def2-TZVPD).

Geometry as ORCA input:
```
! wB97M-V def2-TZVPD RIJCOSX def2/J DEFGRID3
* xyz 0 1
C -4.4119 -0.5352 2.7157
C -5.1437 -0.6925 1.4163
C -6.3907 -1.2984 1.4033
C -7.1416 -1.4086 0.2465
C -6.6246 -0.8890 -0.9259
C -5.3771 -0.2942 -0.9529
C -4.6173 -0.1987 0.2119
N -3.3637 0.4352 0.2204
C -3.0958 1.4328 -0.7958
H -2.8069 0.9822 -1.7594
C -1.9449 2.3170 -0.3085
N -0.7793 1.4956 -0.0604
C 0.3637 1.7315 -0.7443
O 0.4850 2.7229 -1.4542
C 1.4500 0.7363 -0.6118
C 1.3663 -0.6344 -0.7183
C 2.6784 -1.1295 -0.6430
C 3.5378 -0.0332 -0.4897
N 2.7743 1.0929 -0.4993
C 3.2333 2.4548 -0.4318
H 4.0212 2.6189 -1.1672
H 3.6040 2.6942 0.5679
H 2.4038 3.1156 -0.6760
C 4.9560 -0.2171 -0.3503
C 5.9136 0.7759 -0.1141
C 7.2532 0.4691 -0.0124
C 7.6847 -0.8448 -0.1402
C 6.7654 -1.8477 -0.3522
C 5.4044 -1.5564 -0.4510
N 4.5163 -2.5872 -0.6363
C 3.1408 -2.4955 -0.7170
O 2.4584 -3.4948 -0.8382
H 4.8951 -3.5246 -0.6973
H 7.0879 -2.8753 -0.4402
H 8.7349 -1.0816 -0.0656
H 7.9691 1.2562 0.1688
H 5.6135 1.8018 0.0040
H 0.4902 -1.2297 -0.8745
C -1.0394 0.4596 0.9087
H -1.3321 0.9412 1.8507
C -2.2014 -0.4107 0.4227
H -1.9124 -0.9049 -0.5199
H -2.4262 -1.1820 1.1565
H -0.1476 -0.1400 1.0801
H -2.2375 2.8207 0.6191
H -1.6811 3.0617 -1.0606
H -3.9876 2.0444 -0.9387
H -4.9964 0.0846 -1.8875
Cl -7.5432 -0.9910 -2.3904
H -8.1125 -1.8765 0.2576
H -6.7957 -1.6794 2.3294
H -3.7535 0.3284 2.6745
H -3.8143 -1.4184 2.9429
H -5.1229 -0.4019 3.5280
*
```

Calculated values
Lowest unoccupied orbital energy, eV: 0.49
SMILES: Cc1ccc(Cl)cc1N1CCN(C(=O)c2cc3c(=O)[nH]c4ccccc4c3n2C)CC1

Here are the natural (NBO) charges for atoms 1 to 4, given in e: -0.64, -0.07, -0.17, -0.25